(1)
This record from OMol25 describes a molecular structure, C26H25FeN6O4SSe at a distorted geometry. The level of theory is the ωB97M-V functional and the def2-TZVPD basis.

Each line ends with the Löwdin spin population.
Positions of all 64 atoms, in Å:
Fe: 0.000 0.000 0.000  2.02
N: -1.121 -3.967 0.794  0.02
C: -1.053 -2.614 0.723  0.06
S: 0.551 -2.010 0.815  0.31
N: -2.098 -1.863 0.533  0.06
N: -1.747 -0.530 0.422  0.21
C: -2.371 0.314 1.175  0.10
C: -3.617 0.035 1.923  0.01
C: -3.691 0.251 3.302  0.01
C: -4.900 0.041 3.969  0.00
C: -6.026 -0.386 3.261  0.00
C: -5.945 -0.617 1.887  0.00
C: -4.740 -0.409 1.217  0.00
C: -1.719 1.642 1.252  0.11
C: -2.378 2.809 1.619  0.03
C: -1.640 3.990 1.659  0.07
C: -0.286 3.963 1.332  0.09
C: 0.280 2.751 0.968  0.02
N: -0.408 1.598 0.915  0.19
H: -0.192 -4.307 0.576  0.00
H: -1.839 -4.302 0.172  0.00
H: -2.806 0.555 3.855  0.00
H: -4.958 0.195 5.043  0.00
H: -6.962 -0.562 3.784  0.00
H: -6.811 -0.974 1.337  0.00
H: -4.658 -0.606 0.150  0.00
H: -3.434 2.811 1.857  0.00
H: -2.117 4.923 1.941  0.00
H: 0.316 4.863 1.357  0.01
H: 1.329 2.665 0.701  0.00
O: -0.946 1.989 -2.642  0.00
C: -0.773 0.736 -2.764  0.01
O: -0.425 -0.062 -1.837  0.07
C: -1.002 0.137 -4.139  0.00
C: -0.829 -1.254 -4.357  0.00
C: -1.034 -1.827 -5.616  0.00
C: -1.412 -0.991 -6.642  0.00
O: -1.656 -1.370 -7.927  0.00
C: -2.000 -0.101 -8.516  0.00
O: -1.959 1.002 -7.592  0.00
C: -1.585 0.361 -6.451  0.00
C: -1.389 0.951 -5.220  0.00
H: -0.529 -1.881 -3.518  0.00
H: -0.900 -2.890 -5.772  0.00
H: -3.013 -0.172 -8.931  0.00
H: -1.302 0.104 -9.336  0.00
H: -1.528 2.018 -5.078  0.00
C: 1.512 2.597 4.229  0.01
N: 1.342 1.254 4.776  0.03
C: 1.548 0.881 6.056  0.01
C: 1.278 -0.469 6.163  0.01
N: 0.907 -0.926 4.950  0.02
C: 0.534 -2.299 4.620  0.00
C: 0.953 0.139 4.121  0.11
Se: 0.559 0.081 2.415  0.43
H: 1.843 3.303 5.021  0.00
H: 0.548 2.957 3.812  0.00
H: 2.277 2.580 3.425  0.00
H: 1.869 1.539 6.852  0.00
H: 1.348 -1.070 7.061  0.00
H: 0.595 -2.947 5.521  0.00
H: 1.223 -2.698 3.847  0.00
H: -0.506 -2.322 4.234  0.00
H: 1.581 0.447 -0.381  -0.06

Charge   -1
Multiplicity   5
HOMO (alpha / beta)   -1.74 / -3.17 eV
Gap between HOMO and LUMO (alpha / beta)   0.145 / 0.179 hartree
LUMO level (alpha / beta)   2.208 / 1.702 eV

---

(2)
This record from OMol25 describes a molecular structure, C26H25IN5OPPt at a distorted geometry. The level of theory is the ωB97M-V functional and the def2-TZVPD basis.

Each line ends with the natural charge from an NBO analysis.
Positions of all 60 atoms, in Å:
Pt: 0.462 -0.271 -0.225  0.89
N: 0.155 -1.787 3.610  -0.47
C: -1.215 -1.640 3.519  -0.04
C: -1.452 -1.002 2.344  -0.07
N: -0.244 -0.770 1.722  -0.51
C: 0.698 -1.242 2.512  0.34
C: 2.081 -1.013 2.118  0.29
N: 2.318 -0.337 1.004  -0.52
C: 3.681 -0.206 0.897  -0.06
C: 4.264 -0.797 1.974  -0.04
N: 3.236 -1.302 2.739  -0.47
H: 0.641 -2.218 4.380  0.45
H: -1.884 -1.997 4.281  0.26
H: -2.389 -0.652 1.950  0.24
H: 4.144 0.309 0.072  0.26
H: 5.297 -0.904 2.256  0.26
H: 3.356 -1.822 3.593  0.44
N: -2.024 -3.155 -2.130  -0.74
C: -1.689 -2.081 -1.435  0.67
O: -0.500 -1.944 -1.051  -0.65
C: -2.763 -1.088 -1.134  -0.64
I: -2.979 0.201 -2.814  0.22
H: -1.322 -3.843 -2.359  0.43
H: -2.964 -3.302 -2.460  0.43
H: -2.467 -0.464 -0.300  0.25
H: -3.729 -1.553 -0.963  0.27
C: 0.896 0.963 -6.792  -0.17
C: 0.541 -0.213 -6.146  -0.20
C: 0.427 -0.238 -4.765  -0.15
C: 0.672 0.921 -4.038  -0.38
C: 1.038 2.103 -4.676  -0.20
C: 1.143 2.116 -6.059  -0.19
P: 0.764 0.889 -2.232  1.07
C: 0.398 2.472 -1.485  -0.44
C: 1.068 2.829 -0.307  -0.20
C: 0.659 3.945 0.408  -0.19
C: -0.426 4.690 -0.029  -0.16
C: -1.097 4.337 -1.196  -0.21
C: -0.696 3.228 -1.920  -0.13
C: 2.599 0.591 -2.231  -0.37
C: 3.035 -0.728 -2.160  -0.23
C: 4.375 -1.035 -2.363  -0.20
C: 5.288 -0.028 -2.643  -0.19
C: 4.858 1.292 -2.719  -0.21
C: 3.521 1.599 -2.513  -0.16
H: 0.980 0.982 -7.871  0.24
H: 0.347 -1.111 -6.719  0.23
H: 0.153 -1.157 -4.259  0.21
H: 1.253 3.001 -4.111  0.23
H: 1.415 3.034 -6.563  0.24
H: 1.936 2.266 0.014  0.23
H: 1.195 4.244 1.299  0.23
H: -0.749 5.555 0.535  0.24
H: -1.934 4.930 -1.541  0.24
H: -1.222 2.951 -2.825  0.22
H: 2.329 -1.533 -1.994  0.22
H: 4.705 -2.066 -2.315  0.23
H: 6.328 -0.269 -2.819  0.24
H: 5.562 2.079 -2.957  0.24
H: 3.192 2.628 -2.595  0.22

Energy above the lowest of the compared OMol25 structures with the same formula, charge and spin   145.3 kJ/mol
Charge   +2
HOMO (alpha / beta)   -13.88 / -13.88 eV
Gap between HOMO and LUMO (alpha / beta)   0.261 / 0.261 hartree
LUMO level (alpha / beta)   -6.788 / -6.789 eV

---

(3)
This record from OMol25 describes a molecular structure, C26H25IrN2P at a distorted geometry. The level of theory is the ωB97M-V functional and the def2-TZVPD basis.

Each line ends with the Löwdin spin population.
Positions of all 55 atoms, in Å:
C: 0.291 -1.884 -4.121  0.20
C: -0.984 -1.861 -3.501  0.02
C: -0.916 -2.544 -2.276  0.23
C: 0.422 -3.073 -2.112  0.02
C: 1.169 -2.717 -3.328  0.02
Ir: 1.335 -1.056 -2.002  0.99
C: -1.233 1.356 -2.995  0.60
C: -0.368 2.015 -3.743  0.64
C: 0.494 2.662 -4.463  0.48
N: 2.816 -0.871 -1.173  0.80
H: -1.739 -2.687 -1.577  0.01
H: -1.891 -1.425 -3.925  0.00
H: 0.784 -3.667 -1.278  0.00
H: 2.183 -3.025 -3.571  0.01
H: 0.532 -1.406 -5.071  0.01
H: -1.979 0.685 -3.449  0.06
H: 1.630 0.047 -3.183  0.06
H: -1.261 1.429 -1.902  0.05
H: 0.240 3.307 -5.311  0.06
H: 1.574 2.534 -4.297  0.06
N: 0.055 -0.313 -0.694  0.49
P: 0.024 0.009 0.884  0.11
C: 1.421 1.105 1.199  0.01
C: 1.798 2.007 0.189  0.01
C: 2.851 2.900 0.412  0.00
C: 3.576 2.850 1.608  0.00
C: 3.251 1.898 2.578  0.00
C: 2.175 1.026 2.384  0.00
C: -1.562 0.861 1.052  0.01
C: -1.757 1.939 1.931  0.00
C: -3.011 2.555 1.994  0.00
C: -4.049 2.134 1.159  0.00
C: -3.845 1.070 0.271  0.00
C: -2.613 0.409 0.240  0.01
C: 0.026 -1.330 2.115  0.03
C: 0.351 -2.632 1.707  0.00
C: 0.338 -3.683 2.629  0.00
C: 0.022 -3.448 3.972  0.00
C: -0.293 -2.152 4.389  0.00
C: -0.304 -1.097 3.468  0.00
H: 1.282 1.990 -0.772  0.00
H: 3.109 3.633 -0.350  0.00
H: 4.399 3.547 1.780  0.00
H: 3.834 1.832 3.498  0.00
H: 1.925 0.281 3.139  0.00
H: -0.931 2.296 2.548  0.00
H: -3.171 3.374 2.695  0.00
H: -5.017 2.634 1.198  0.00
H: -4.644 0.757 -0.399  0.00
H: -2.450 -0.441 -0.429  0.00
H: 0.617 -2.817 0.663  0.00
H: 0.577 -4.691 2.294  0.00
H: 0.022 -4.270 4.689  0.00
H: -0.532 -1.960 5.435  0.00
H: -0.573 -0.093 3.804  0.00

Energy above the lowest of the compared OMol25 structures with the same formula, charge and spin   0.0 kJ/mol
Charge   0
Multiplicity   6
HOMO (alpha / beta)   -5.26 / -8.03 eV
Gap between HOMO and LUMO (alpha / beta)   0.207 / 0.243 hartree
LUMO level (alpha / beta)   0.370 / -1.413 eV

---

(4)
This record from OMol25 describes a molecular structure, C26H25N2O2OsPS. The level of theory is the ωB97M-V functional and the def2-TZVPD basis.

Each line ends with the Löwdin spin population.
Positions of all 58 atoms, in Å:
Os: 0.151 0.420 0.049  2.70
S: -0.173 -0.378 2.380  0.15
C: -1.014 -1.719 1.655  0.02
C: -1.616 -2.772 2.346  0.00
C: -2.264 -3.748 1.617  0.00
C: -2.308 -3.665 0.227  0.00
C: -1.690 -2.593 -0.385  0.02
N: -1.058 -1.652 0.317  0.12
H: -1.571 -2.800 3.426  0.00
H: -2.741 -4.576 2.127  0.00
H: -2.814 -4.414 -0.366  0.00
H: -1.694 -2.454 -1.458  0.00
N: 1.964 -0.161 -0.142  0.32
P: 3.508 -0.111 -0.025  0.11
C: 4.159 1.477 0.566  0.02
C: 3.445 2.627 0.239  0.01
C: 3.907 3.872 0.638  0.00
C: 5.083 3.974 1.367  0.00
C: 5.795 2.829 1.701  0.00
C: 5.335 1.582 1.302  0.00
C: 4.330 -0.408 -1.615  0.01
C: 5.254 0.471 -2.169  0.00
C: 5.806 0.203 -3.416  0.00
C: 5.437 -0.938 -4.110  0.00
C: 4.512 -1.819 -3.560  0.00
C: 3.960 -1.555 -2.318  0.00
C: 4.182 -1.379 1.078  0.02
C: 5.458 -1.912 0.912  0.00
C: 5.931 -2.863 1.804  0.00
C: 5.130 -3.286 2.857  0.00
C: 3.855 -2.761 3.018  0.00
C: 3.378 -1.809 2.130  0.00
H: 2.520 2.540 -0.319  0.01
H: 3.344 4.761 0.384  0.00
H: 5.442 4.945 1.683  0.00
H: 6.707 2.905 2.279  0.00
H: 5.888 0.693 1.576  0.00
H: 5.543 1.366 -1.633  0.00
H: 6.523 0.892 -3.844  0.00
H: 5.867 -1.144 -5.082  0.00
H: 4.220 -2.709 -4.102  0.00
H: 3.229 -2.232 -1.890  0.00
H: 6.078 -1.592 0.083  0.00
H: 6.922 -3.279 1.673  0.00
H: 5.500 -4.032 3.549  0.00
H: 3.227 -3.096 3.833  0.00
H: 2.377 -1.404 2.238  0.00
C: 0.791 0.882 -2.956  0.03
C: -0.201 0.218 -2.023  0.08
O: -1.156 -0.383 -2.445  0.02
H: 0.385 0.914 -3.966  0.00
H: 1.711 0.293 -2.930  0.00
H: 1.044 1.885 -2.609  0.00
C: -2.696 1.248 0.218  0.04
O: -1.346 1.638 0.135  0.28
H: -3.332 2.134 0.158  0.00
H: -2.893 0.740 1.169  0.01
H: -2.961 0.570 -0.600  0.01

Energy above the lowest of the compared OMol25 structures with the same formula, charge and spin   0.0 kJ/mol
Charge   0
Multiplicity   5
HOMO (alpha / beta)   -7.26 / -7.78 eV
Gap between HOMO and LUMO (alpha / beta)   0.289 / 0.263 hartree
LUMO level (alpha / beta)   0.611 / -0.622 eV